63
Properties=species:S:1:pos:R:3:forces:R:3 method="wB97M-V/def2-TZVPD" energy_ha=-3550.965040 multiplicity=1 e_above_lowest_kcal_mol=24.5 mol_weight_da=570.868 fmax_ha_per_bohr=0.02475 total_charge=-1 homo_energy_ev=-4.12
Ca 0.6091 0.1342 -0.7366 0.4 0.3 1.2
S 2.7687 0.2396 -2.2120 0.1 -0.2 0.0
C 2.6837 1.9187 -2.7520 0.0 0.3 -0.1
C 3.7941 2.3855 -3.4702 0.0 0.0 0.0
C 3.8872 3.6786 -3.9500 0.0 0.0 0.0
C 2.8455 4.5650 -3.7112 0.0 0.0 0.0
C 1.7396 4.1273 -3.0075 0.0 0.0 0.0
C 1.6121 2.8157 -2.5223 0.2 0.2 -0.2
S 0.0943 2.4723 -1.6860 -0.2 0.3 -0.2
H 4.5997 1.6845 -3.6528 0.0 0.0 0.0
H 4.7631 3.9944 -4.5051 0.0 0.0 0.0
H 2.8945 5.5854 -4.0735 0.0 0.0 0.0
H 0.9167 4.8033 -2.8103 0.0 0.0 0.0
N -0.5485 -1.0438 2.2644 -0.1 0.0 0.0
C -0.7884 0.0810 2.9983 0.0 0.0 0.3
C -1.7727 0.1265 3.9698 0.1 -0.1 -0.3
C -1.9327 1.2512 4.7863 0.1 0.2 0.0
C -1.1057 2.3370 4.6678 -0.1 0.0 0.2
C -0.1058 2.3436 3.6742 0.0 -0.2 -0.2
C 0.7670 3.4359 3.4717 0.1 0.0 -0.1
C 1.6818 3.3991 2.4593 -0.1 0.1 0.2
C 1.7238 2.2680 1.6264 0.1 -0.2 -0.1
N 0.9478 1.2230 1.7924 0.0 -0.2 -0.3
C 0.0434 1.2303 2.8079 -0.1 0.3 0.3
H -1.2877 -1.7308 2.1384 0.0 0.0 -0.1
H 0.0533 -0.9261 1.4725 0.1 -0.3 0.2
H -2.4261 -0.7310 4.0749 0.0 0.0 0.1
H -2.7253 1.2589 5.5242 0.0 0.0 0.0
H -1.2134 3.1988 5.3148 0.0 0.0 0.0
H 0.6931 4.2957 4.1273 0.0 0.0 0.0
H 2.3557 4.2241 2.2767 0.0 0.0 0.0
H 2.4230 2.2209 0.7973 0.0 0.1 0.0
C 1.0839 -4.8856 -0.8999 -0.1 0.2 0.0
C 1.5481 -3.5884 -0.2513 0.0 -0.2 -0.1
N 0.4996 -2.5803 -0.3655 -0.1 0.2 0.3
C -0.0497 -2.4048 -1.6436 -0.3 -0.3 -0.4
N -0.7271 -1.3168 -1.8013 -0.5 -0.4 -0.3
C -1.3716 -1.0993 -3.0871 0.0 -0.1 -0.1
C -0.4526 -1.5872 -4.2007 -0.1 -0.1 0.2
C -0.2056 -3.0713 -3.9833 0.0 0.2 -0.2
N 0.1591 -3.3395 -2.5986 0.1 0.1 0.1
C 0.8104 -4.6200 -2.3717 0.0 -0.2 0.1
H 0.1688 -5.2105 -0.4041 0.0 0.0 0.1
H 1.8292 -5.6755 -0.7994 0.0 0.0 0.0
H 2.4468 -3.2102 -0.7477 0.0 0.0 0.1
H 1.7656 -3.7368 0.8053 0.0 0.1 0.0
H -0.3034 -2.7979 0.2631 0.1 0.1 -0.2
H -1.5802 -0.0343 -3.1859 0.0 0.0 0.0
H -2.3219 -1.6464 -3.1173 0.0 0.1 0.0
H 0.4910 -1.0390 -4.1349 0.0 0.0 -0.1
H -0.8923 -1.4239 -5.1848 0.0 0.0 0.0
H 0.6115 -3.4183 -4.6231 0.0 0.0 0.0
H -1.1021 -3.6475 -4.2386 0.0 0.0 0.0
H 1.7492 -4.6369 -2.9396 0.0 0.0 0.0
H 0.1654 -5.4057 -2.7781 0.0 0.0 0.0
C -0.9241 -6.4613 2.2638 0.0 -0.1 0.0
O -1.2022 -5.1435 1.8110 0.0 0.0 -0.1
C -2.3128 -4.9236 1.0411 0.2 -0.1 0.2
S -3.2995 -6.1753 0.5694 0.0 -0.2 0.0
S -2.5182 -3.2940 0.6459 -0.1 0.3 -0.1
H 0.0320 -6.4010 2.7837 0.0 0.1 0.0
H -0.8565 -7.1610 1.4301 0.0 0.0 0.0
H -1.7025 -6.8100 2.9437 0.0 0.0 0.0



61
Properties=species:S:1:pos:R:3:forces:R:3 method="wB97M-V/def2-TZVPD" energy_ha=-2817.856880 multiplicity=2 e_above_lowest_kcal_mol=1.2 mol_weight_da=621.747 fmax_ha_per_bohr=0.01661 total_charge=+1 homo_energy_ev="-10.31 / -10.33"
Ce -0.1640 0.5317 1.8109 0.7 0.5 -0.2
C -2.2856 0.4204 3.4688 -0.4 0.1 0.2
C -1.2003 0.0821 4.2971 0.0 -0.1 0.1
C -0.7291 -1.1865 3.8978 0.0 0.0 0.0
C -1.5099 -1.6194 2.8132 -0.1 -0.1 0.0
C -2.4726 -0.6193 2.5421 -0.3 -0.2 0.0
H -2.9016 1.3023 3.5667 0.0 0.0 0.0
H -0.8184 0.6639 5.1234 0.0 0.0 0.0
H 0.0786 -1.7346 4.3584 0.0 0.0 0.0
H -1.4246 -2.5730 2.3125 0.0 0.0 0.0
H -3.2548 -0.6836 1.7987 0.0 0.0 0.0
C -2.7595 2.6326 0.8691 0.0 0.0 0.1
C -1.7776 2.8494 -0.2460 -0.1 0.1 -0.1
C -2.1687 3.5944 -1.3778 0.0 -0.1 0.1
C -1.2726 3.7732 -2.3871 0.0 0.0 0.0
C 0.0282 3.2380 -2.2784 0.1 0.1 -0.3
C 0.9862 3.4067 -3.3091 -0.1 0.0 0.1
C 2.2338 2.8829 -3.1535 0.0 0.0 0.1
C 2.5741 2.1902 -1.9721 0.1 0.0 -0.2
C 1.6797 2.0014 -0.9479 -0.1 0.0 0.1
S 2.1785 1.1743 0.5312 0.1 0.1 -0.3
C 0.3629 2.5281 -1.1087 -0.1 -0.2 0.3
N -0.5720 2.3277 -0.1147 0.0 0.0 0.0
H -3.6833 3.1812 0.7003 0.0 0.0 0.0
H -2.3490 2.9729 1.8232 0.0 0.0 0.0
H -3.0286 1.5783 0.9699 0.0 0.0 0.0
H -3.1681 4.0028 -1.4237 0.0 0.0 0.0
H -1.5419 4.3313 -3.2756 0.0 0.0 0.0
H 0.7095 3.9543 -4.2005 0.0 0.0 0.0
H 2.9785 3.0037 -3.9286 0.0 0.0 0.0
H 3.5785 1.8007 -1.8639 0.0 0.0 0.0
S 4.1277 -0.3696 4.3628 0.0 -0.1 0.1
C 3.5017 1.1043 4.9467 0.0 0.1 -0.1
C 2.3147 1.3706 4.3499 -0.1 -0.1 0.1
N 1.8837 0.4062 3.4713 0.0 -0.1 -0.1
C 2.7542 -0.5676 3.3964 0.0 0.0 -0.1
H 4.0284 1.7017 5.6712 0.0 0.0 0.0
H 1.7123 2.2487 4.5278 0.0 0.0 0.0
H 2.6322 -1.4315 2.7582 0.0 0.0 0.0
C -1.0332 -2.7023 -3.2817 0.0 0.0 0.0
N 0.1308 -1.8190 -3.2294 0.0 0.1 0.1
C 1.3110 -2.6136 -2.8935 0.0 0.0 0.0
N 1.1733 -3.3861 -1.6572 -0.1 0.1 0.1
C -0.0239 -4.2233 -1.7586 0.0 0.0 0.0
N -1.2492 -3.4781 -2.0592 0.1 0.1 0.1
C -1.6394 -2.6147 -0.9431 -0.1 -0.1 -0.2
P -0.3434 -1.3593 -0.5672 0.2 0.3 0.4
C -0.0655 -0.7250 -2.2807 -0.1 -0.1 -0.2
C 1.1114 -2.5061 -0.4914 0.0 -0.2 -0.1
H -0.8846 -3.4063 -4.1021 0.0 0.0 0.0
H -1.9256 -2.1098 -3.4914 0.0 0.0 0.0
H 2.1765 -1.9548 -2.8069 0.0 0.0 0.0
H 1.4870 -3.3148 -3.7109 0.0 0.0 0.0
H -0.1574 -4.7761 -0.8270 0.0 0.0 0.0
H 0.1357 -4.9409 -2.5648 0.0 0.0 0.0
H -1.8263 -3.2215 -0.0537 0.0 0.0 0.0
H -2.5776 -2.1081 -1.1847 0.0 0.0 0.0
H 0.8052 -0.0667 -2.2806 0.0 0.0 0.0
H -0.9267 -0.1244 -2.5873 0.0 0.0 0.0
H 1.0396 -3.1145 0.4156 0.0 0.0 0.0
H 2.0214 -1.9051 -0.4245 0.0 0.0 0.0



60
Properties=species:S:1:pos:R:3:forces:R:3 method="wB97M-V/def2-TZVPD" energy_ha=-2991.079750 multiplicity=1 e_above_lowest_kcal_mol=0.0 mol_weight_da=514.328 fmax_ha_per_bohr=0.02609 total_charge=0 homo_energy_ev=-9.31
C 3.6075 -1.6936 -0.6435 0.3 -0.6 0.2
C 2.2849 -1.9378 -1.0081 0.6 0.5 -0.4
C 1.7250 -1.0576 -1.9317 0.1 -0.6 0.7
N 2.3652 -0.0027 -2.4181 -0.7 0.5 -0.3
C 3.6002 0.2321 -2.0135 0.8 -0.3 -0.2
C 4.2995 -0.6234 -1.1777 -0.5 0.1 0.2
H 4.1498 -2.3495 0.0299 -0.2 -0.1 0.0
H 1.7267 -2.7966 -0.6645 0.0 0.0 0.2
H 0.6974 -1.2659 -2.2145 0.0 0.4 -0.4
H 4.1421 1.0891 -2.4042 -0.4 0.1 -0.2
H 5.3335 -0.4240 -0.9332 0.0 0.0 0.1
C 3.6132 -0.2553 2.6433 -0.1 0.7 -1.1
C 4.6614 0.6343 2.8413 0.6 -0.7 0.4
C 4.5915 1.9531 2.4072 -1.0 -0.7 -0.3
N 3.4898 2.4290 1.7961 0.8 0.1 0.4
C 2.4589 1.6029 1.6471 0.2 0.3 0.6
C 2.4904 0.2650 2.0381 -0.9 0.3 -0.3
H 3.7196 -1.3266 2.7454 0.0 0.0 0.6
H 5.5282 0.2054 3.3356 0.2 0.5 -0.1
H 5.4293 2.6190 2.5390 0.0 0.2 0.0
H 1.5615 2.0962 1.2885 -0.1 -0.4 -0.3
H 1.5970 -0.3145 1.8487 0.2 -0.2 0.0
C -2.6731 0.2049 -1.3185 -0.8 0.0 0.7
C -1.5901 -0.3131 -0.6412 0.6 0.4 -0.3
C -0.7319 0.5937 -0.0117 -0.7 -0.3 0.4
N -0.9818 1.8908 0.0897 0.4 0.4 -0.3
C -2.0429 2.3767 -0.5604 0.0 -0.1 0.0
C -2.9458 1.5676 -1.2176 0.5 -0.3 -1.2
H -3.3786 -0.4277 -1.8420 0.2 -0.1 -0.1
H -1.3293 -1.3598 -0.6772 -0.1 0.0 0.0
H 0.1683 0.2336 0.4708 0.0 0.0 0.0
H -2.1606 3.4523 -0.6182 0.0 0.0 0.4
H -3.6910 1.9884 -1.8823 -0.3 0.1 0.4
C -1.2625 -1.8627 2.8939 0.2 0.6 -0.5
C -1.6554 -2.6385 1.8042 -0.1 -0.3 1.1
C -0.7233 -3.4991 1.2388 0.0 0.8 -0.3
N 0.5417 -3.5817 1.6636 -0.5 -0.4 0.0
C 0.8770 -2.8565 2.7234 0.5 0.4 -0.3
C 0.0556 -1.8976 3.3111 0.0 -0.9 0.3
H -1.9434 -1.1426 3.3305 -0.1 -0.1 0.1
H -2.7067 -2.6167 1.5512 0.1 -0.1 -0.5
H -0.9780 -4.0378 0.3330 0.0 -0.3 0.1
H 1.9013 -3.0091 3.0508 0.0 0.2 0.2
H 0.4330 -1.3007 4.1294 -0.1 0.1 0.0
Cl -3.0787 -3.1814 -1.9256 -0.3 0.2 -0.1
C -2.1193 -4.4969 -2.6383 -0.1 0.0 0.2
C -2.8586 -5.3247 -3.6566 -0.1 0.3 0.0
Cl -3.3981 -4.2732 -5.0201 0.2 -0.5 0.2
H -1.8690 -5.0772 -1.7525 0.4 -0.3 -0.4
H -1.2555 -4.0525 -3.1274 0.1 0.0 0.3
H -3.7293 -5.8322 -3.2519 -0.1 0.1 0.0
H -2.1554 -6.0724 -4.0210 -0.1 0.0 -0.3
Cl -3.9223 5.4336 0.6628 0.1 0.1 0.0
C -3.9262 7.0828 -0.0172 -0.4 -0.3 -0.8
C -2.6186 7.4673 -0.6733 -0.1 -0.3 0.6
Cl -1.2653 7.4608 0.4875 0.0 0.3 -0.1
H -4.2984 7.7644 0.7398 0.3 0.1 0.1
H -4.6458 7.0664 -0.8410 -0.1 0.0 0.2
H -2.7541 8.4567 -1.1051 0.3 0.0 0.0
H -2.3601 6.7353 -1.4328 0.0 0.1 -0.1



57
Properties=species:S:1:pos:R:3:forces:R:3 method="wB97M-V/def2-TZVPD" energy_ha=-1651.183018 multiplicity=1 mol_weight_da=411.953 fmax_ha_per_bohr=0.05366 total_charge=+1 homo_energy_ev=-11.00
C 3.4703 -0.3498 0.2318 0.2 0.3 -0.5
C 2.6534 0.7962 -0.5110 1.1 0.8 0.6
C 1.3357 1.2211 0.2356 0.2 -0.9 -0.7
Cl 1.6818 2.3504 1.6465 -0.2 -0.5 -0.9
C 0.2044 1.7795 -0.6730 -2.5 -0.6 0.6
C -1.1641 1.2832 -0.4041 -0.4 1.4 -1.4
C -2.3317 1.7591 -1.1614 2.6 0.8 -0.2
C -3.7896 1.2923 -0.8783 -0.2 0.3 0.7
O -4.6238 1.3196 -1.7285 0.7 0.0 0.2
O -4.0973 0.8773 0.4193 0.9 1.2 -1.1
C -2.0658 2.7519 -2.2202 1.7 -0.7 1.1
C -0.7006 3.1909 -2.4369 -2.2 -1.2 0.8
N 0.3594 2.7113 -1.6702 -2.3 0.2 -0.4
N 1.6233 3.2222 -1.9792 1.0 0.3 1.5
C 1.9758 4.2117 -1.2150 0.7 0.5 0.0
C 1.0407 5.1102 -0.3540 0.5 -0.4 -0.1
C 3.5137 4.5539 -1.2119 -0.9 0.6 -0.2
H 3.7083 -1.1584 -0.5124 -0.5 0.6 1.0
H 4.4732 0.0469 0.5600 -1.2 -0.4 -0.2
H 2.9263 -0.7397 1.1283 0.5 0.1 -0.8
H 3.3277 1.7016 -0.5039 -0.8 -0.9 -0.3
H 2.4824 0.5481 -1.5881 -0.2 0.1 1.0
H 0.9299 0.2881 0.7222 0.2 1.1 -0.5
H -1.3433 0.5440 0.4186 0.4 0.8 -0.9
H -3.8187 1.5997 1.0222 0.0 -0.7 -0.1
H -2.8657 3.2090 -2.8549 0.8 -0.7 0.8
H -0.5204 3.9504 -3.2344 0.4 -0.9 1.0
H 1.4069 5.0586 0.7063 -0.3 0.3 -1.0
H 1.1350 6.1630 -0.7522 0.0 -1.1 0.5
H -0.0389 4.8233 -0.3719 1.0 0.1 0.0
H 4.1158 3.7114 -0.7756 -0.7 0.7 -0.5
H 3.8525 4.7734 -2.2652 -0.3 -0.4 1.1
H 3.6760 5.4692 -0.5835 -0.1 -0.9 -0.6
C -4.9265 -1.7598 -2.4753 0.1 0.0 0.0
C -5.7176 -2.5542 -1.6537 0.0 0.0 0.0
C -5.6507 -3.9388 -1.7514 0.0 0.0 0.0
C -4.7852 -4.5298 -2.6647 0.0 0.0 0.0
C -3.9915 -3.7361 -3.4837 0.0 0.0 0.0
C -4.0648 -2.3513 -3.3924 0.0 0.0 0.1
H -4.9815 -0.6809 -2.4015 -0.1 -0.2 -0.1
H -6.3877 -2.0933 -0.9369 0.0 0.0 -0.1
H -6.2724 -4.5578 -1.1154 0.0 0.0 0.0
H -4.7298 -5.6096 -2.7376 0.0 0.1 0.0
H -3.3157 -4.1976 -4.1948 -0.1 0.0 0.0
H -3.4494 -1.7321 -4.0357 0.0 0.0 0.0
C 4.0362 -2.6210 3.9544 0.0 0.0 0.0
C 2.7980 -2.0211 4.1502 0.0 0.0 0.0
C 1.7388 -2.7617 4.6612 0.0 0.0 0.0
C 1.9208 -4.1006 4.9855 0.0 0.0 0.0
C 3.1599 -4.6994 4.7932 0.0 0.0 0.0
C 4.2165 -3.9612 4.2738 0.0 0.0 0.0
H 4.8614 -2.0438 3.5528 0.0 0.0 0.0
H 2.6578 -0.9739 3.9035 0.0 0.0 0.0
H 0.7713 -2.2952 4.8078 0.0 0.0 0.0
H 1.0965 -4.6772 5.3886 0.0 0.0 0.0
H 3.3021 -5.7432 5.0478 0.0 0.1 0.0
H 5.1810 -4.4301 4.1191 0.0 0.0 0.0